The following is a quantum chemistry calculation of 6 unconnected molecules or ions with the total composition C5H20ClO5 at a distorted geometry, from the OMol25 dataset.

XYZ file:
```
31
Properties=species:S:1:pos:R:3:forces:R:3:mulliken_charge:R:1
Cl -0.1063 -0.2935 -0.5919 -0.2 0.4 0.0 -0.89
C 2.5869 -3.8206 -0.5805 0.9 0.1 -0.5 -0.52
O 1.6025 -3.0594 -1.2406 -0.3 -0.6 0.1 -0.45
H 3.1885 -3.1822 0.0712 -0.1 -0.2 0.2 0.21
H 2.1833 -4.6652 -0.0189 -0.5 0.3 0.1 0.22
H 3.2671 -4.2840 -1.3158 0.0 0.1 0.0 0.25
H 1.8778 -2.1395 -1.2966 -0.2 0.1 0.1 0.27
C -0.1103 1.8311 2.7974 0.0 0.8 0.1 -0.46
O 0.6719 2.0736 1.6527 0.1 0.1 0.0 -0.42
H 0.3198 2.3707 3.6490 0.3 -0.1 -0.1 0.25
H -1.0959 2.3010 2.6850 -0.2 -0.6 0.0 0.26
H -0.1377 0.7717 3.0551 -0.4 0.0 0.0 0.16
H 0.2915 1.5669 0.9128 0.2 -0.3 0.1 0.13
C -3.3380 0.1119 -3.1431 1.2 0.3 1.3 -0.45
O -2.3898 -0.8784 -2.7722 -0.2 -0.4 -0.2 -0.42
H -2.8206 0.8372 -3.7840 -0.7 0.0 -0.5 0.20
H -4.2136 -0.3904 -3.5466 0.2 0.1 -0.5 0.25
H -3.6672 0.6766 -2.2598 -0.1 0.0 -0.1 0.20
H -1.6370 -0.5274 -2.2520 -0.4 0.0 0.0 0.27
C -1.3469 3.3348 -0.9366 0.6 -0.3 0.0 -0.45
O -2.2734 2.2865 -0.7875 -0.5 0.0 -0.1 -0.42
H -1.1157 3.5811 -1.9810 -0.3 -0.1 -0.1 0.24
H -1.7409 4.2290 -0.4547 0.0 0.0 0.1 0.22
H -0.3929 3.0634 -0.4804 0.0 0.2 0.1 0.19
H -1.8288 1.4223 -0.8266 0.3 0.2 0.1 0.22
C 2.1424 -1.2286 2.5964 -0.3 0.4 -0.3 -0.58
O 2.3193 -1.0665 1.2158 0.3 -0.1 -0.5 -0.39
H 2.6597 -2.1248 2.9406 -0.3 -0.3 0.2 0.25
H 2.5618 -0.3886 3.1562 0.1 0.2 -0.2 0.24
H 1.0714 -1.2269 2.7979 0.0 -0.4 0.5 0.21
H 1.4713 -1.1819 0.7386 0.2 0.4 0.2 0.19
```
Positions in Å, forces in eV/Å.

Calculated values
Orbital gap ... 9.20 eV
Net charge ... -1
HOMO level ... -5.71 eV
Relative energy (zero: lowest compared OMol25 entry of this formula, charge and spin) ... 81.4 kJ/mol
Calculated total energy ... -1038.91267 Ha